Record 1
# C5H16InN3O3

A structure of composition C5H16InN3O3 in a non-equilibrium geometry (ωB97M-V/def2-TZVPD, the OMol25 dataset).

Expectation value of S²: 0.755
E_HOMO (alpha / beta): -12.573 / -12.576 eV
HOMO-LUMO gap (alpha / beta): 9.290 / 6.814 eV
2S+1: 2
Total charge: +1
E_LUMO (alpha / beta): -3.283 / -5.762 eV

XYZ file:
```
28
Properties=species:S:1:pos:R:3:forces:R:3:mulliken_spin:R:1
In -0.842 -2.089 1.664 -0.005 0.535 -0.679 0.032
O -3.011 -2.380 -0.254 0.295 0.093 0.050 0.985
O 1.671 -1.499 0.292 -4.651 -0.090 -0.375 -0.001
O -0.503 -0.490 -0.916 0.186 0.533 0.820 0.001
N -1.932 0.693 1.588 1.121 -2.320 2.356 0.000
N 3.299 -0.775 1.660 -0.014 1.158 1.503 0.000
N 3.740 -1.756 -0.244 2.411 -1.683 -3.785 0.000
C -2.308 2.629 0.325 1.919 0.588 -1.474 0.000
C -0.412 0.883 -0.514 -1.769 -0.540 1.622 0.005
C -1.779 1.150 0.271 -0.666 2.816 -1.992 -0.002
C 2.817 -1.298 0.524 1.923 0.369 3.011 -0.001
C 0.094 -0.655 -2.187 -0.886 0.149 -0.057 0.000
H 4.296 -0.770 1.820 -0.405 0.263 0.223 0.000
H -1.240 1.070 2.220 0.251 0.324 0.056 0.000
H -2.865 -2.048 -1.161 -0.070 -0.006 0.063 -0.020
H -3.289 2.739 0.787 -0.023 -0.236 -0.352 0.000
H 0.066 -1.716 -2.436 0.138 0.165 -0.088 0.000
H -2.226 3.077 -0.665 -0.954 -0.164 -0.405 0.000
H 4.740 -1.626 -0.188 -0.401 0.086 0.053 0.000
H -2.809 1.067 1.920 -0.211 -0.420 0.286 0.000
H 3.329 -2.188 -1.059 0.701 -0.134 -0.136 0.000
H -0.603 -0.070 -2.788 0.492 -0.225 -1.093 0.000
H 2.667 -0.306 2.293 0.414 -0.138 -0.074 0.000
H -1.638 3.343 0.804 0.273 -0.396 0.875 0.000
H 0.488 1.020 0.086 0.003 -0.076 0.510 -0.001
H 1.099 -0.238 -2.242 0.102 -0.164 0.055 0.000
H -0.255 1.578 -1.340 -0.615 -0.137 -0.330 0.000
H -2.593 0.656 -0.260 0.440 -0.351 -0.645 0.002
```
Forces are in eV/Å.

---

Record 2
# C5H16N

A cluster of 2 separate species, C5H16N in total in a non-equilibrium geometry (ωB97M-V/def2-TZVPD, the OMol25 dataset).

E_HOMO: -13.460 eV
Relative energy (zero: lowest compared OMol25 entry of this formula, charge and spin): 101.58 kJ/mol
HOMO-LUMO gap: 9.518 eV
Total charge: +1
E_LUMO: -3.942 eV

XYZ file:
```
22
Properties=species:S:1:pos:R:3:forces:R:3:mulliken_charge:R:1
N 1.271 -2.519 -1.315 1.276 -0.596 -0.996 -0.287
C 1.165 1.576 1.295 -1.466 -0.255 -0.947 -0.880
C -0.221 2.202 1.472 -0.627 3.428 0.803 -0.344
C -0.532 -0.756 -1.382 -0.374 1.824 -2.570 -1.186
C -1.545 1.516 1.848 0.861 -1.429 0.387 -0.978
C -0.022 -2.083 -1.910 -1.455 1.031 0.040 -0.377
H 1.208 1.120 0.326 0.101 -0.456 -0.842 0.063
H -2.114 2.072 2.596 0.259 -0.038 -0.093 0.313
H -0.860 -2.739 -1.644 0.839 -0.704 -0.095 0.310
H 0.090 0.146 -1.611 -0.022 -0.901 0.804 0.345
H -1.009 -0.766 -0.426 0.480 -0.150 1.031 0.394
H -1.411 0.486 2.220 0.059 0.299 0.200 0.260
H 1.274 -3.540 -1.419 0.476 0.123 0.367 0.368
H -0.107 2.971 2.276 0.215 -0.571 -0.361 0.351
H -0.516 2.894 0.641 0.744 -0.690 0.172 0.310
H 0.145 -2.128 -2.992 -0.255 0.229 0.301 0.322
H 1.434 -2.265 -0.344 -0.249 0.034 0.227 0.324
H -2.175 1.405 0.997 -0.611 -0.019 -0.825 0.258
H 1.253 0.763 1.979 0.624 -0.359 0.910 0.306
H 2.096 -2.157 -1.875 -1.141 -0.351 0.792 0.394
H -1.410 -0.486 -2.016 0.398 -0.503 0.115 0.385
H 1.985 2.289 1.284 -0.134 0.055 0.581 0.350
```
Forces are in eV/Å.

---

Record 3
# C5H16N2

The ion C5H16N2 with charge +2 in a non-equilibrium geometry (ωB97M-V/def2-TZVPD, the OMol25 dataset).

E_HOMO: -19.276 eV
SMILES: [NH3+]CCCCC[NH3+]
Relative energy (zero: lowest compared OMol25 entry of this formula, charge and spin): 0.00 kJ/mol
HOMO-LUMO gap: 13.151 eV
Total charge: +2
E_LUMO: -6.125 eV

XYZ file:
```
23
Properties=species:S:1:pos:R:3:forces:R:3:mulliken_charge:R:1
N -1.003 -0.239 -3.411 -0.061 0.036 -0.756 -0.245
N 1.709 -0.214 2.852 -0.367 -0.116 0.739 -0.312
C -0.578 -0.357 0.434 -0.164 0.030 0.380 -0.713
C -0.161 0.724 1.460 -0.428 0.226 0.045 -0.920
C -0.813 0.212 -0.969 0.280 -0.137 -0.328 -0.615
C -0.670 -0.828 -2.080 -0.139 -0.663 1.074 -0.848
C 1.308 0.827 1.834 -0.198 -0.118 -0.211 -0.676
H -0.770 0.660 2.372 0.173 -0.212 -0.081 0.476
H -0.464 1.694 1.061 0.185 0.078 -0.024 0.425
H -1.512 -0.776 0.796 -0.141 -0.197 -0.084 0.369
H 1.157 -0.167 3.726 0.082 0.294 -0.379 0.371
H 1.564 -1.168 2.519 0.246 -0.046 -0.192 0.333
H -1.419 -0.912 -4.065 0.045 -0.175 0.195 0.368
H -0.104 1.017 -1.168 0.042 0.156 -0.007 0.414
H 0.112 -1.200 0.403 0.290 -0.016 -0.008 0.490
H 1.544 1.790 2.270 0.002 0.113 0.134 0.382
H 0.324 -1.264 -2.069 0.235 0.217 -0.468 0.379
H -1.707 0.496 -3.295 0.127 0.123 -0.094 0.368
H -0.197 0.144 -3.918 -0.086 0.167 0.314 0.377
H -1.817 0.627 -1.006 -0.129 0.232 0.006 0.472
H 1.958 0.673 0.978 0.133 -0.012 -0.081 0.375
H 2.683 -0.094 3.138 0.111 -0.166 -0.134 0.374
H -1.331 -1.681 -1.923 -0.238 0.187 -0.040 0.356
```
Forces are in eV/Å.